1.
Molecular formula: C38H31CrNP2SeSi
Method: DFT, ωB97M-V with the def2-TZVPD basis set

```
75
Properties=species:S:1:pos:R:3:forces:R:3:nbo_charge:R:1
Cr 0.26285 -0.38599 0.31516 0.1 -0.3 1.3 0.64
C -2.03287 2.32891 -1.12045 0.2 -0.2 -0.1 -1.10
Si -0.81972 0.89410 -1.38625 -0.3 0.2 -0.4 0.95
C -1.71978 -0.36394 -2.51545 0.0 0.1 0.0 -0.36
C -2.34627 0.01893 -3.70056 0.0 0.0 0.0 -0.14
C -3.01521 -0.89906 -4.49607 0.0 0.0 0.0 -0.22
C -3.07702 -2.23127 -4.11279 0.0 0.0 0.0 -0.21
C -2.46052 -2.64323 -2.94230 0.0 0.0 0.1 -0.20
C -1.79688 -1.71520 -2.13849 0.1 0.0 -0.3 -0.39
P -0.88333 -2.19921 -0.63961 -1.0 -0.3 -0.3 0.87
C -0.92127 -4.02356 -0.65818 0.2 0.1 0.1 -0.36
C 0.14557 -4.71170 -1.23247 0.0 0.1 0.0 -0.20
C 0.10399 -6.09368 -1.34035 0.0 -0.1 0.0 -0.20
C -0.99666 -6.79417 -0.87006 0.0 0.0 0.0 -0.20
C -2.05026 -6.11359 -0.27485 0.0 0.0 0.0 -0.22
C -2.01586 -4.73220 -0.16567 0.1 0.0 0.0 -0.13
C -1.96821 -1.79236 0.77340 -0.3 -0.5 0.0 -0.38
C -3.31924 -1.46874 0.64532 0.2 0.2 0.0 -0.16
C -4.08417 -1.25364 1.78028 -0.1 0.0 -0.1 -0.21
C -3.51938 -1.37633 3.04162 0.1 0.0 0.1 -0.19
C -2.18204 -1.72210 3.17819 0.0 0.1 0.1 -0.17
C -1.40978 -1.93425 2.04946 0.0 -0.1 -0.3 -0.25
C 0.66033 1.56864 -2.39947 0.0 -0.1 0.2 -0.43
C 0.50394 2.59601 -3.33461 -0.1 0.0 0.0 -0.19
C 1.57132 3.08327 -4.06913 0.0 0.0 0.0 -0.19
C 2.83858 2.54045 -3.89747 0.0 0.0 0.0 -0.23
C 3.02378 1.52131 -2.98144 0.0 0.0 0.0 -0.13
C 1.95355 1.05215 -2.21549 0.0 0.0 -0.1 -0.35
P 2.25056 -0.32658 -1.04248 0.8 0.3 -0.6 0.81
C 3.70450 0.13243 -0.05421 0.0 0.0 0.1 -0.37
C 4.19392 -0.86594 0.79481 0.0 0.1 -0.1 -0.21
C 5.23660 -0.60058 1.66304 0.0 0.0 0.0 -0.20
C 5.78588 0.67499 1.71130 0.0 0.0 0.0 -0.20
C 5.27690 1.67897 0.90413 0.0 0.1 0.0 -0.21
C 4.23495 1.41529 0.02512 -0.1 -0.1 0.0 -0.14
C 2.87761 -1.57496 -2.21693 0.1 -0.1 -0.1 -0.34
C 1.94290 -2.15988 -3.07487 0.1 0.1 0.1 -0.15
C 2.34721 -3.06828 -4.03813 -0.1 0.0 -0.1 -0.23
C 3.68828 -3.40640 -4.15692 0.1 0.0 0.0 -0.20
C 4.62181 -2.83215 -3.30610 0.0 0.0 0.0 -0.21
C 4.22276 -1.91938 -2.34098 -0.2 0.0 0.1 -0.20
H -2.46467 2.68992 -2.05803 0.0 0.0 0.0 0.22
H -1.52798 3.16249 -0.62976 0.0 0.0 0.0 0.24
H -2.85204 2.00080 -0.47803 0.0 0.0 0.0 0.24
H -2.29154 1.05556 -4.01700 0.0 0.0 0.0 0.20
H -3.48156 -0.58215 -5.42103 0.0 0.0 0.0 0.21
H -3.60318 -2.95186 -4.72632 0.0 0.0 0.0 0.22
H -2.49485 -3.68513 -2.65184 0.0 0.0 0.0 0.22
H 1.00211 -4.16018 -1.60346 0.0 0.0 0.0 0.23
H 0.93224 -6.62531 -1.79147 0.0 0.0 0.0 0.22
H -1.03343 -7.87198 -0.96216 0.0 0.0 0.0 0.22
H -2.90363 -6.66030 0.10578 0.0 0.0 0.0 0.22
H -2.83862 -4.20307 0.29722 0.0 0.0 0.0 0.22
H -3.75331 -1.37670 -0.34296 0.0 0.0 0.0 0.22
H -5.13297 -1.00333 1.67852 0.0 0.0 0.0 0.22
H -4.11763 -1.20303 3.92621 0.0 0.0 0.0 0.22
H -1.73915 -1.79733 4.15968 0.0 0.0 0.0 0.24
H -0.37167 -2.25585 2.14991 0.0 0.0 0.1 0.19
H -0.48194 3.02280 -3.48690 0.0 0.0 0.0 0.21
H 1.41821 3.88144 -4.78525 0.0 0.0 0.0 0.21
H 3.67451 2.90943 -4.47825 0.0 0.0 0.0 0.22
H 4.00349 1.07438 -2.85403 0.0 0.1 0.0 0.21
H 3.74069 -1.85169 0.75996 0.1 0.0 0.1 0.21
H 5.61005 -1.38156 2.31290 0.0 0.0 0.0 0.22
H 6.60402 0.88344 2.38841 0.0 0.0 0.0 0.22
H 5.68901 2.67835 0.96162 0.0 0.0 0.0 0.22
H 3.82445 2.20541 -0.58925 0.0 0.0 0.0 0.22
H 0.89763 -1.87779 -2.99201 0.0 0.0 -0.1 0.22
H 1.61579 -3.51091 -4.70318 0.0 0.0 0.0 0.22
H 4.00868 -4.10830 -4.91592 0.0 0.0 0.0 0.21
H 5.67023 -3.08668 -3.39820 0.0 0.0 0.0 0.22
H 4.95444 -1.46886 -1.68374 0.0 0.0 0.0 0.23
Se 0.65625 1.50091 1.78728 0.5 0.9 -0.3 -0.17
C 0.00411 0.97737 3.38975 -0.4 -0.2 0.6 0.02
N -0.38801 0.70553 4.44248 0.0 -0.1 -0.1 -0.41
```
Forces are in eV/Å.

Calculated values
Spin multiplicity   5
E_HOMO (spin up / spin down)   -0.2344 / -0.2779 Ha
LUMO level (spin up / spin down)   -0.1 / 0.1 eV
F_max   1.4 eV/Å


2.
Molecular formula: C25H45ClEuF5OPTe
Method: DFT, ωB97M-V with the def2-TZVPD basis set

```
80
Properties=species:S:1:pos:R:3:forces:R:3:lowdin_charge:R:1
Eu 1.87140 -3.10693 -0.97907 1.5 -0.5 2.5 1.60
P -0.17721 0.51160 -0.80244 0.8 0.5 1.0 0.96
Cl 0.43255 -2.71312 -3.16319 0.2 -0.3 -0.1 -0.22
C 1.21176 0.49419 0.27086 -0.1 -2.0 -1.5 -0.24
H 1.08660 -0.32895 0.98577 0.3 0.4 0.0 -0.04
H 2.16226 0.38074 -0.27254 -0.1 0.0 0.1 -0.02
C -1.39074 -0.88828 -0.89924 0.0 -0.1 -0.3 -0.41
C 0.36312 0.80301 -2.54618 -0.3 -0.3 0.1 -0.40
C -2.82173 -0.45539 -1.28152 -0.1 0.1 0.0 -0.21
H -1.01083 -1.51584 -1.73809 -0.2 0.5 0.5 0.00
C -3.68841 -1.67802 -1.60318 0.1 0.0 0.1 -0.19
H -3.27575 0.10358 -0.44856 0.1 -0.2 -0.2 0.10
H -2.82184 0.22697 -2.14386 0.0 -0.2 0.3 0.09
C -3.70598 -2.68121 -0.44338 0.0 0.0 -0.1 -0.20
H -4.71165 -1.34719 -1.83382 0.2 -0.1 0.0 0.11
H -3.28650 -2.16855 -2.50136 -0.1 0.1 0.1 0.12
C -2.29784 -3.03559 0.05177 0.1 0.0 0.1 -0.19
H -4.29068 -2.26052 0.38208 0.1 0.1 0.0 0.11
H -4.23495 -3.59019 -0.75421 0.1 0.1 0.1 0.11
C -1.44323 -1.79507 0.34339 -0.1 0.2 0.0 -0.21
H -2.36614 -3.64502 0.96267 0.0 0.0 -0.2 0.12
H -1.78702 -3.64209 -0.71191 -0.1 0.1 0.1 0.10
H -1.89162 -1.22930 1.17284 0.1 -0.2 -0.1 0.10
H -0.44043 -2.09171 0.69477 -0.2 0.1 -0.1 0.08
C -0.99968 1.95844 0.00925 -0.3 -0.1 -1.0 -0.39
C 1.21642 2.06889 -2.61652 0.1 0.1 -0.2 -0.20
H 0.97402 -0.10922 -2.71127 0.0 0.5 0.0 0.06
C 1.83280 2.26999 -4.00751 0.1 -0.3 0.1 -0.20
H 0.58372 2.93787 -2.38310 0.1 -0.1 0.0 0.11
H 2.00589 2.02941 -1.85891 -0.1 0.1 -0.1 0.10
C 0.80467 2.17519 -5.13721 -0.1 0.1 0.0 -0.21
H 2.33574 3.24333 -4.03356 0.0 -0.1 -0.1 0.11
H 2.60533 1.50513 -4.16309 -0.1 0.1 0.0 0.12
C -0.11630 0.95513 -5.02188 0.2 -0.1 0.0 -0.20
H 0.19803 3.09011 -5.14352 0.0 -0.1 0.0 0.11
H 1.32664 2.13295 -6.09913 -0.1 0.1 0.1 0.10
C -0.73092 0.78385 -3.63084 0.1 0.1 0.2 -0.21
H -0.92080 1.02859 -5.76059 0.1 0.0 0.0 0.11
H 0.45198 0.04501 -5.26255 -0.1 0.1 0.1 0.11
H -1.45410 1.58951 -3.43139 0.1 -0.2 -0.1 0.10
H -1.26633 -0.17431 -3.60862 0.1 0.2 0.0 0.09
C -1.60938 1.51095 1.34429 0.1 -0.1 -0.2 -0.21
H -0.12989 2.60053 0.23541 -0.2 -0.3 -0.1 0.12
C -1.99063 2.73669 2.16260 0.1 0.1 0.0 -0.19
H -2.49862 0.89056 1.15616 0.1 0.2 0.1 0.10
H -0.89327 0.88479 1.89620 -0.2 0.2 -0.1 0.08
C -2.85678 3.72145 1.36487 -0.2 -0.1 0.1 -0.20
H -2.51003 2.40964 3.07138 0.0 0.2 -0.1 0.11
H -1.06996 3.24082 2.48784 -0.1 -0.1 -0.1 0.12
C -2.31751 4.03960 -0.03094 0.0 0.0 -0.3 -0.20
H -3.86718 3.30772 1.27194 0.0 0.0 0.0 0.11
H -2.94854 4.65174 1.93395 -0.1 0.0 0.0 0.10
C -1.96889 2.78064 -0.83136 -0.1 0.1 0.3 -0.21
H -3.03633 4.63672 -0.60117 0.0 0.1 0.2 0.11
H -1.40491 4.64203 0.07410 -0.1 0.0 -0.1 0.12
H -2.86548 2.18820 -1.05448 0.0 0.3 0.0 0.10
H -1.50604 3.04514 -1.79482 -0.2 0.0 0.3 0.09
C 0.77668 -0.65163 3.48645 1.1 1.6 -0.6 -0.12
C 1.48237 0.47316 3.15884 -1.3 -1.2 1.3 -0.15
H -0.28886 -0.74102 3.26684 0.1 0.3 0.0 0.08
C 2.94578 0.65013 3.41715 0.5 -0.2 0.2 -0.20
H 0.97997 1.33800 2.73177 0.0 -0.2 0.0 0.07
C 3.65102 -0.64206 3.86474 0.0 -0.2 -0.3 -0.20
H 3.42640 1.03186 2.50313 -0.1 -0.1 0.2 0.11
H 3.11388 1.42216 4.18894 -0.3 0.0 -0.2 0.11
C 2.75975 -1.51204 4.75341 -0.2 0.0 -0.1 -0.21
H 3.92919 -1.22100 2.97035 -0.1 0.1 0.3 0.09
H 4.58122 -0.39128 4.40021 -0.2 -0.1 -0.2 0.11
C 1.42965 -1.86546 4.05778 0.5 -0.4 0.2 -0.20
H 3.29361 -2.43178 5.00902 -0.1 0.1 0.0 0.09
H 2.54033 -0.97185 5.68469 0.0 0.0 0.0 0.11
H 1.62409 -2.61413 3.26470 -0.1 0.3 0.3 0.08
H 0.75494 -2.34676 4.78112 0.1 0.1 -0.1 0.11
F 3.73979 -3.78740 3.04098 -0.1 0.1 0.0 -0.44
Te 3.78373 -4.21899 1.19890 1.5 -1.2 0.9 1.82
F 3.64463 -2.14465 0.65805 -0.7 0.6 -0.9 -0.64
F 5.74995 -4.05886 1.46006 1.1 0.1 0.6 -0.61
F 3.63166 -4.37434 -1.30935 -1.6 0.9 -1.2 -0.70
F 3.72146 -6.08537 1.72054 -0.1 -0.5 0.5 -0.55
O 1.86999 -4.02091 1.12456 -1.4 0.8 -2.3 -0.89
```
Forces are in eV/Å.

Calculated values
Spin multiplicity   7
E_HOMO (spin up / spin down)   -0.1659 / -0.1706 Ha
Total charge   -1
LUMO level (spin up / spin down)   0.7 / 2.2 eV
F_max   3.0 eV/Å


3.
Molecular formula: C5H5N
Method: DFT, ωB97M-V with the def2-TZVPD basis set

```
11
Properties=species:S:1:pos:R:3:forces:R:3:nbo_charge:R:1
C -0.22360 1.42348 0.05212 0.3 0.0 0.0 -0.45
C -1.11708 0.34490 0.01438 0.0 -0.3 0.0 -0.03
C -0.90381 -1.03842 0.03048 -0.3 0.3 0.0 -0.21
N 0.31120 -1.55579 0.11339 1.0 -0.3 0.2 -0.19
C 1.43288 -1.84053 0.27643 -1.0 0.3 -0.4 0.26
C 1.17089 1.26425 0.07217 -0.3 0.1 -0.5 -0.34
H -0.71874 2.39894 -0.01216 0.0 -0.1 0.0 0.17
H -2.17541 0.59115 -0.09399 0.2 0.0 0.1 0.21
H -1.70649 -1.75623 -0.07926 0.1 0.1 0.1 0.22
H 2.32608 -2.10242 -0.25965 0.1 0.1 0.2 0.25
H 1.60410 2.27066 -0.11390 0.0 -0.2 0.4 0.11
```
Forces are in eV/Å.

Calculated values
Relative energy (zero: lowest compared OMol25 entry of this formula, charge and spin)   6.2092 eV
E_HOMO   -0.2696 Ha
LUMO level   -0.7 eV
F_max   1.1 eV/Å


Q: What is the formula in the third record?
A: C5H5N


Q: The lowest F_max belongs to which entry?
A: C5H5N


Q: The highest F_max belongs to which entry?
A: C25H45ClEuF5OPTe